# 1
DFT (wB97M-V/def2-TZVPD) results for an isolated ion of composition C6H6NO6S and charge -1.

Results
* LUMO (alpha / beta): 0.1096 / 0.1096 Eh
* SMILES: O=S(=O)([O-])O/[N+]([O-])=C1\C=CC=C[C@@H]1O
* multiplicity: 1
* total charge: -1
* relative energy (zero: lowest compared OMol25 entry of this formula, charge and spin): 217.9 kJ/mol

Last column: Löwdin charge in e.
Geometry (Å):
O -4.255 -0.169 0.122  -0.2949
S -3.073 0.550 -0.178  0.4723
O -3.207 2.005 -0.153  -0.3397
O -2.135 0.023 -1.182  -0.3248
O -2.108 0.260 1.266  -0.1566
N -1.169 -0.679 0.950  -0.3419
O -1.569 -1.812 1.041  0.0546
C 0.027 -0.272 0.592  -0.1434
C 0.336 1.175 0.514  -0.0017
C 1.533 1.609 0.011  -0.0782
C 2.603 0.636 -0.368  -0.0783
C 2.394 -0.685 -0.165  -0.0464
C 1.042 -1.273 0.095  -0.3441
O 0.675 -1.844 -1.138  -0.0375
H -0.575 1.843 0.588  0.1219
H 1.858 2.670 -0.052  0.0949
H 3.402 1.018 -0.809  0.0366
H 3.109 -1.456 -0.430  0.1006
H 1.297 -2.085 0.882  0.1633
H -0.184 -1.513 -1.587  0.1432

***

# 2
DFT (wB97M-V/def2-TZVPD) results for C24H26BF5N10O4S3Ti as an isolated structure.

Results
* <S²>: 0.776
* LUMO (alpha / beta): -0.1755 / -0.1782 Eh
* multiplicity: 2
* total charge: +1
* relative energy (zero: lowest compared OMol25 entry of this formula, charge and spin): 186.6 kJ/mol

Last column: Löwdin charge in e.
Geometry (Å):
Ti -0.404 0.586 -0.683  1.2395
C -0.238 -2.624 1.741  0.0027
C 0.308 -1.255 1.948  -0.3001
C 1.151 -0.801 2.969  0.0192
C 1.272 0.556 2.780  -0.0239
N 0.543 0.927 1.706  0.0384
N -0.031 -0.216 1.184  -0.0228
B -0.148 2.387 1.636  -0.6454
N -1.660 2.136 1.458  0.0329
C -2.743 2.702 2.018  -0.0176
C -3.868 2.231 1.376  0.0240
C -3.400 1.361 0.382  -0.2789
C -4.154 0.552 -0.614  -0.0354
N -2.066 1.325 0.448  -0.0136
N 0.321 3.107 0.366  0.0482
C 0.783 4.348 0.154  -0.0011
C 0.551 4.688 -1.165  0.0343
C -0.087 3.585 -1.746  -0.2621
C -0.654 3.473 -3.116  -0.0044
N -0.206 2.633 -0.809  -0.0093
N 0.159 3.120 2.901  -0.0200
C -0.350 2.881 4.145  -0.0812
C 0.467 3.486 5.054  -0.0026
C 1.505 4.071 4.283  -0.3380
C 2.678 4.857 4.760  -0.0247
N 1.318 3.830 3.000  0.1173
H -0.819 -2.904 2.621  0.1021
H 0.567 -3.353 1.640  0.0899
H -0.885 -2.676 0.868  0.0593
H 1.596 -1.391 3.752  0.1258
H 1.789 1.302 3.363  0.1353
H -2.642 3.413 2.820  0.1315
H -4.894 2.478 1.587  0.1182
H -5.147 0.969 -0.768  0.0935
H -4.268 -0.477 -0.270  0.0551
H -3.639 0.520 -1.574  0.0579
H 1.223 4.896 0.968  0.1188
H 0.789 5.620 -1.647  0.1219
H -1.334 4.310 -3.282  0.0999
H -1.204 2.547 -3.251  0.0685
H 0.130 3.520 -3.867  0.0920
H -1.237 2.286 4.292  0.1253
H 0.342 3.520 6.123  0.1113
H 2.383 5.559 5.539  0.0828
H 3.120 5.413 3.935  0.0787
H 3.442 4.200 5.178  0.0829
O 0.964 -1.272 -3.344  -0.2394
S 0.689 0.082 -2.997  0.4372
O 0.854 1.111 -3.950  -0.2012
O 1.287 0.439 -1.627  -0.3955
O -0.818 0.147 -2.399  -0.4049
F 2.393 -6.691 -1.656  0.1655
C 2.626 -5.444 -1.290  -0.1123
C 1.568 -4.546 -1.209  -0.1328
F 0.332 -4.964 -1.471  0.1293
C 1.817 -3.244 -0.843  -0.2381
F 0.787 -2.397 -0.800  0.0409
C 3.108 -2.795 -0.485  -0.5356
S 3.376 -1.220 0.101  0.8857
C 4.150 -3.739 -0.592  -0.2310
F 5.384 -3.383 -0.290  0.1216
C 3.919 -5.039 -0.986  -0.1327
F 4.914 -5.914 -1.063  0.1505
C -0.632 -4.348 -4.550  -0.0612
N -1.141 -3.349 -3.634  -0.0388
C -2.173 -3.528 -2.814  -0.8999
N -2.792 -4.718 -2.842  0.1137
S -2.745 -2.308 -1.780  0.6193
H -1.371 -4.609 -5.311  0.0937
H -0.325 -5.257 -4.025  0.0823
H 0.238 -3.939 -5.058  0.0954
H -0.648 -2.473 -3.558  0.0723
H -3.588 -4.851 -2.245  0.0941
H -2.533 -5.449 -3.481  0.0961

***

# 3
DFT (wB97M-V/def2-TZVPD) results for one molecule with the formula C6H10O.

Results
* LUMO (alpha / beta): -0.0006 / -0.0026 Eh
* multiplicity: 1
* total charge: 0
* relative energy (zero: lowest compared OMol25 entry of this formula, charge and spin): 346.6 kJ/mol

Last column: Löwdin charge in e.
Geometry (Å):
C -2.114 0.206 -0.358  -0.0454
C -0.690 0.090 0.084  -0.2446
C -0.079 1.007 0.939  -0.1499
C 1.235 0.820 1.320  0.0505
C 1.219 -0.144 -1.119  0.0916
C 0.192 -0.974 -0.433  -0.4561
O 0.656 -1.908 0.558  -0.0533
H -2.746 -0.497 0.201  0.0899
H -2.224 -0.042 -1.420  0.0841
H -2.509 1.213 -0.187  0.0786
H -0.570 1.962 1.128  0.1103
H 1.630 -0.174 1.457  0.0500
H 1.818 1.649 1.713  0.0686
H 1.218 0.929 -1.070  0.0389
H 1.690 -0.562 -2.015  0.0569
H -0.339 -1.573 -1.193  0.1416
H 1.597 -2.042 0.371  0.0884

***

# 4
DFT (wB97M-V/def2-TZVPD) results for a 2-piece molecular cluster, C4H11NO2 overall.

Results
* LUMO: -0.0121 Eh
* multiplicity: 1
* total charge: 0
* relative energy (zero: lowest compared OMol25 entry of this formula, charge and spin): 315.0 kJ/mol

Last column: Löwdin charge in e.
Geometry (Å):
C -0.788 -0.078 -2.607  -0.0677
C 0.456 0.723 -2.245  -0.7786
O 0.811 0.398 -1.070  -0.1568
O 0.951 1.549 -3.015  -0.0187
H -1.877 0.416 -2.311  0.1275
H -0.537 -1.088 -2.199  0.0545
H -0.776 -0.392 -3.656  0.0475
C 0.287 0.480 1.930  -0.1811
C -1.077 -0.096 1.487  -0.0896
N 1.327 -0.627 1.520  0.1084
H 0.496 1.296 1.088  0.1410
H 0.400 0.941 2.963  0.1300
H -1.658 0.662 0.941  0.0965
H -1.581 -0.502 2.317  0.0535
H 1.075 -0.883 0.417  0.1908
H 2.278 -0.465 1.602  0.0992
H 1.114 -1.528 2.117  0.1946
H -0.902 -0.806 0.720  0.0489

***

# 5
DFT (wB97M-V/def2-TZVPD) results for a 2-piece molecular cluster, C3H10NO2 overall.

Results
* LUMO: 0.1622 Eh
* multiplicity: 1
* total charge: -1
* relative energy (zero: lowest compared OMol25 entry of this formula, charge and spin): 17.4 kJ/mol

Last column: Löwdin charge in e.
Geometry (Å):
C -0.143 -1.249 -0.406  -0.4011
O 0.791 -1.216 0.595  -0.3106
C -1.135 -0.034 -0.395  -0.4362
C -1.470 0.404 1.015  -0.0999
N -0.600 1.120 -1.193  -0.0046
H -0.776 -2.166 -0.366  0.0852
H 0.358 -1.180 -1.392  0.0891
H -2.040 -0.233 -0.952  0.1013
H -0.587 0.327 1.657  0.0630
H -1.885 1.412 1.071  0.0564
H -2.249 -0.279 1.379  0.0650
H 0.399 1.223 -1.008  0.0313
H -0.637 0.862 -2.178  0.0418
H 1.654 -0.134 0.438  -0.0312
H 1.698 1.445 0.740  -0.0202
O 2.258 0.768 0.329  -0.2295

***

# 6
DFT (wB97M-V/def2-TZVPD) results for one molecule with the formula C4H5NO3.

Results
* LUMO: 0.0090 Eh
* multiplicity: 1
* total charge: 0
* relative energy (zero: lowest compared OMol25 entry of this formula, charge and spin): 452.7 kJ/mol

Last column: Löwdin charge in e.
Geometry (Å):
C -0.806 0.854 -0.228  0.0550
C 2.067 0.305 -0.390  0.0260
C 1.608 -0.956 0.028  -0.4523
C -0.861 -0.469 0.047  -0.5144
N 0.216 -1.259 0.134  0.1458
O 2.476 -1.789 -0.202  0.0909
O 2.564 1.103 0.562  0.0746
O -1.975 -1.135 0.305  0.0879
H -1.639 1.577 -0.256  0.0638
H 0.069 1.433 -0.592  0.0446
H 0.061 -2.160 0.465  0.1232
H 2.917 1.867 0.113  0.1035
H -1.607 -2.080 0.392  0.1512